(1)
Computed, not measured: an isolated molecule of C5H6O in a non-equilibrium geometry, with ωB97M-V with the def2-TZVPD basis set.

Structure (ORCA input):
```
! wB97M-V def2-TZVPD RIJCOSX def2/J DEFGRID3
* xyz 0 1
C -2.677 -0.186 -0.114
C -1.537 0.218 -0.120
C -0.172 0.767 -0.109
C 0.762 -0.058 0.809
C 1.431 -0.461 -0.537
O 0.650 0.497 -1.251
H -3.655 -0.625 -0.074
H -0.239 1.836 0.072
H 0.256 -0.849 1.320
H 1.383 0.575 1.450
H 1.290 -1.511 -0.841
H 2.509 -0.202 -0.605
*
```

## Properties
**LUMO energy**: 1.1 eV
**Kohn-Sham gap**: 0.4082 Eh

***

(2)
Computed, not measured: a cluster of 6 separate species, C6H22IO8 in total in a non-equilibrium geometry, with ωB97M-V with the def2-TZVPD basis set.

Structure (ORCA input):
```
! wB97M-V def2-TZVPD RIJCOSX def2/J DEFGRID3
* xyz -1 1
I 0.019 -1.607 0.395
O 0.904 -3.467 -2.793
H 0.608 -2.764 -3.377
H 0.933 -3.048 -1.920
O 0.803 -5.162 -0.010
H 0.600 -5.558 0.841
H 0.530 -4.235 0.090
C -3.667 -0.279 -1.836
C -4.443 0.079 -0.528
O -3.542 -0.224 0.554
O -3.032 -1.526 -1.864
H -2.984 0.567 -1.963
H -4.336 -0.329 -2.697
H -5.309 -0.574 -0.377
H -4.732 1.123 -0.424
H -2.874 -0.832 0.220
H -2.159 -1.559 -1.447
C 2.809 2.140 -1.706
C 2.406 0.753 -2.166
O 2.968 -0.236 -1.306
O 2.393 2.308 -0.342
H 2.268 2.883 -2.306
H 3.879 2.363 -1.734
H 2.909 0.562 -3.116
H 1.321 0.642 -2.197
H 2.333 -0.338 -0.583
H 2.398 3.245 -0.135
C 1.163 1.950 2.886
C 0.107 1.154 3.668
O -0.973 0.720 2.889
O 1.951 2.725 3.795
H 0.582 2.541 2.170
H 1.886 1.451 2.234
H -0.342 1.821 4.407
H 0.669 0.374 4.208
H -0.565 0.200 2.173
H 2.518 2.134 4.294
*
```

## Properties
**LUMO energy**: 2.8 eV
**Kohn-Sham gap**: 0.3025 Eh

***

(3)
Computed, not measured: a structure of composition C17H24O6PtS3, with ωB97M-V with the def2-TZVPD basis set.

Structure (ORCA input):
```
! wB97M-V def2-TZVPD RIJCOSX def2/J DEFGRID3
* xyz 0 3
Pt 0.598 0.031 0.203
C 2.517 3.148 -0.981
C 3.572 2.070 -1.245
S 3.102 0.378 -0.722
C 2.698 -0.449 -2.293
C 1.651 0.230 -3.147
S -0.005 0.278 -2.370
C -0.595 1.929 -2.893
C -0.119 3.154 -2.122
S 1.594 3.669 -2.470
H 2.997 4.052 -0.609
H 1.796 2.814 -0.236
H 4.470 2.280 -0.664
H 3.861 2.033 -2.295
H 2.374 -1.446 -1.995
H 3.623 -0.544 -2.862
H 1.541 -0.314 -4.086
H 1.922 1.259 -3.366
H -1.679 1.853 -2.793
H -0.349 2.013 -3.952
H -0.241 3.017 -1.051
H -0.734 4.002 -2.424
C -3.029 0.245 2.293
C -2.602 0.287 0.830
C -3.793 0.144 -0.105
O -1.671 -0.780 0.633
C -1.933 1.680 0.581
O -2.654 2.662 0.565
O -0.652 1.703 0.448
H -3.627 -0.650 2.477
H -3.612 1.132 2.530
H -2.148 0.209 2.936
H -4.274 -0.826 0.045
H -3.484 0.227 -1.151
H -4.507 0.935 0.103
H -1.778 -1.191 -0.234
O 0.352 -5.153 -1.467
C 1.356 -5.213 -0.580
C 1.998 -6.437 -0.387
C 3.036 -6.543 0.515
C 3.461 -5.434 1.245
C 2.833 -4.221 1.061
C 1.779 -4.090 0.154
C 1.128 -2.777 -0.054
O 0.156 -2.678 -0.840
O 1.614 -1.779 0.607
H 0.008 -4.230 -1.430
H 1.648 -7.290 -0.954
H 3.519 -7.502 0.658
H 4.274 -5.531 1.953
H 3.148 -3.349 1.618
*
```

## Properties
**LUMO energy (alpha / beta)**: 0.2 / -1.7 eV
**Kohn-Sham gap (alpha / beta)**: 0.3132 / 0.2459 Eh

***

(4)
Computed, not measured: an isolated molecule of C5H9NS in a non-equilibrium geometry, with ωB97M-V with the def2-TZVPD basis set.

Structure (ORCA input):
```
! wB97M-V def2-TZVPD RIJCOSX def2/J DEFGRID3
* xyz 0 1
S 1.473 1.062 -1.153
C 0.199 0.186 -0.104
C -0.664 -0.649 -0.937
C -1.577 -1.225 0.213
N -0.911 -0.588 1.373
C -0.762 0.795 0.912
C 0.510 -0.813 1.021
H 2.007 1.778 -0.080
H -1.172 0.005 -1.652
H -0.196 -1.495 -1.421
H -2.628 -1.038 0.146
H -1.539 -2.347 0.388
H -1.652 1.319 0.593
H -0.258 1.392 1.719
H 0.737 -1.863 0.739
H 1.274 -0.387 1.774
*
```

## Properties
**LUMO energy**: 0.9 eV
**Kohn-Sham gap**: 0.3632 Eh

***

(5)
Computed, not measured: a structure of composition C49H62BaI2N6O5S2Si3 in a non-equilibrium geometry, with ωB97M-V with the def2-TZVPD basis set.

Structure (ORCA input):
```
! wB97M-V def2-TZVPD RIJCOSX def2/J DEFGRID3
* xyz -2 1
Ba -1.168 -0.193 1.286
O 3.206 0.538 3.023
C 3.185 1.643 3.813
C 4.282 2.002 4.584
C 4.216 3.097 5.430
C 3.047 3.829 5.516
C 1.949 3.469 4.749
C 2.003 2.395 3.873
C 0.806 1.875 3.134
O 0.861 1.555 1.907
N -0.174 1.695 3.973
N -1.159 0.848 3.585
C -2.181 0.804 4.368
C -3.170 -0.219 4.368
C -4.268 -0.075 5.224
C -5.199 -1.073 5.392
C -5.041 -2.267 4.684
C -3.992 -2.435 3.819
C -3.003 -1.430 3.604
O -2.021 -1.632 2.825
H 4.068 0.110 3.064
H 5.183 1.398 4.543
H 5.080 3.363 6.024
H 2.992 4.671 6.194
H 1.024 4.016 4.833
H -2.242 1.558 5.162
H -4.371 0.856 5.769
H -6.045 -0.931 6.050
H -5.760 -3.070 4.828
H -3.880 -3.349 3.251
I -6.403 0.631 1.981
C -5.263 1.612 0.500
C -5.835 2.577 -0.302
C -5.066 3.213 -1.248
I -5.997 4.732 -2.414
C -3.712 2.904 -1.427
C -2.850 3.523 -2.352
C -1.546 3.121 -2.441
C -1.099 2.088 -1.607
N -1.867 1.504 -0.728
C -3.139 1.887 -0.607
C -3.914 1.214 0.421
O -3.408 0.355 1.174
H -6.878 2.837 -0.185
H -3.236 4.314 -2.982
H -0.870 3.597 -3.139
H -0.078 1.742 -1.669
C -2.814 -2.808 -4.635
Si -2.523 -1.728 -3.048
C -4.201 -0.837 -2.817
C -1.301 -0.371 -3.674
C -1.883 -2.645 -1.565
Si -3.109 -3.636 -0.545
C -2.255 -4.628 0.851
C -4.077 -4.974 -1.582
C -4.497 -2.646 0.305
Si -0.240 -3.465 -1.750
C -0.266 -5.321 -2.335
C 1.043 -2.691 -2.961
C 0.848 -3.475 -0.163
C 1.805 -4.470 0.041
C 2.618 -4.442 1.158
C 2.469 -3.387 2.047
C 1.510 -2.426 1.762
N 0.722 -2.469 0.701
H -3.158 -2.247 -5.501
H -3.550 -3.577 -4.424
H -1.896 -3.318 -4.910
H -4.436 -0.155 -3.633
H -4.194 -0.263 -1.897
H -5.008 -1.558 -2.747
H -1.795 0.580 -3.851
H -0.799 -0.658 -4.595
H -0.545 -0.209 -2.916
H -1.416 -5.206 0.482
H -2.935 -5.313 1.349
H -1.876 -3.934 1.591
H -3.388 -5.615 -2.125
H -4.714 -4.490 -2.318
H -4.711 -5.611 -0.967
H -4.063 -1.975 1.035
H -5.204 -3.287 0.826
H -5.055 -2.047 -0.405
H -0.947 -5.401 -3.178
H -0.657 -5.964 -1.553
H 0.695 -5.720 -2.656
H 0.583 -2.439 -3.909
H 1.885 -3.351 -3.159
H 1.435 -1.788 -2.509
H 1.897 -5.268 -0.683
H 3.351 -5.223 1.338
H 3.079 -3.316 2.939
H 1.374 -1.574 2.412
C 2.018 3.953 -1.270
S 1.243 2.986 0.182
O -0.020 3.695 0.368
C 2.418 3.878 1.242
C 3.718 3.440 1.402
C 4.591 4.171 2.190
C 4.161 5.330 2.814
C 2.863 5.775 2.629
C 1.993 5.048 1.839
H 2.014 5.015 -1.054
H 1.419 3.753 -2.148
H 3.029 3.596 -1.422
H 4.029 2.522 0.925
H 5.607 3.836 2.337
H 4.833 5.885 3.454
H 2.523 6.680 3.111
H 0.971 5.352 1.663
C 6.466 -0.365 -1.575
C 5.729 0.393 -2.676
N 4.590 1.139 -2.157
C 3.318 0.574 -2.218
S 2.518 0.170 -0.833
N 2.766 0.405 -3.439
C 3.218 0.949 -4.693
C 3.506 -0.153 -5.714
H 7.271 -0.963 -1.996
H 5.774 -1.022 -1.056
H 6.897 0.336 -0.862
H 5.371 -0.313 -3.425
H 6.412 1.102 -3.161
H 4.762 1.416 -1.196
H 1.844 -0.011 -3.432
H 4.116 1.540 -4.507
H 2.442 1.613 -5.099
H 4.255 -0.848 -5.340
H 3.871 0.282 -6.642
H 2.598 -0.714 -5.920
*
```

## Properties
**LUMO energy**: 3.4 eV
**Kohn-Sham gap**: 0.1976 Eh

***

(6)
Computed, not measured: a structure of composition C28H29N5OSeSi2Ti in a non-equilibrium geometry, with ωB97M-V with the def2-TZVPD basis set.

Structure (ORCA input):
```
! wB97M-V def2-TZVPD RIJCOSX def2/J DEFGRID3
* xyz 0 3
Ti -0.281 -0.181 0.148
Se -3.765 0.441 6.849
N -3.099 1.654 5.729
C -2.558 0.994 4.749
C -1.892 1.641 3.612
C -1.761 3.002 3.510
C -1.090 3.547 2.414
C -0.585 2.690 1.469
N -0.704 1.355 1.529
C -1.359 0.808 2.604
C -1.439 -0.617 2.673
N -0.869 -1.347 1.628
C -0.841 -2.716 1.741
C -1.387 -3.383 2.785
C -2.015 -2.651 3.827
C -2.032 -1.284 3.767
C -2.629 -0.453 4.825
N -3.231 -0.945 5.868
H -2.172 3.630 4.292
H -0.958 4.613 2.303
H -0.042 3.067 0.614
H -0.350 -3.238 0.934
H -1.332 -4.461 2.814
H -2.466 -3.149 4.675
C -0.057 -3.521 -1.826
Si 0.773 -1.829 -1.545
C 0.981 -1.193 -3.327
C 2.548 -2.231 -0.986
C 3.306 -3.226 -1.624
C 4.605 -3.516 -1.232
C 5.180 -2.805 -0.182
C 4.446 -1.819 0.459
C 3.128 -1.515 0.079
Si 2.136 -0.163 0.980
C 2.252 -0.553 2.823
C 3.173 1.415 0.785
H 0.302 -3.979 -2.755
H -1.145 -3.423 -1.907
H 0.154 -4.224 -1.013
H 1.436 -1.964 -3.958
H 1.632 -0.310 -3.374
H 0.012 -0.931 -3.773
H 2.869 -3.790 -2.446
H 5.168 -4.292 -1.738
H 6.194 -3.024 0.133
H 4.908 -1.275 1.281
H 3.294 -0.555 3.162
H 1.821 -1.535 3.043
H 1.708 0.193 3.414
H 4.147 1.297 1.273
H 2.675 2.279 1.241
H 3.373 1.651 -0.269
O 0.422 1.492 -1.247
C -0.439 1.828 -2.340
C -1.758 1.146 -2.122
C -2.849 1.407 -2.932
C -4.034 0.732 -2.715
C -4.092 -0.184 -1.677
C -2.970 -0.393 -0.906
N -1.801 0.253 -1.121
H 1.348 1.629 -1.481
H -0.001 1.489 -3.279
H -0.582 2.907 -2.388
H -2.758 2.134 -3.730
H -4.896 0.914 -3.344
H -4.995 -0.740 -1.466
H -2.973 -1.116 -0.102
*
```

## Properties
**LUMO energy (alpha / beta)**: -0.5 / -0.5 eV
**Kohn-Sham gap (alpha / beta)**: 0.1911 / 0.2189 Eh

***

(7)
Computed, not measured: a cluster of 2 separate species, C4H6FN in total in a non-equilibrium geometry, with ωB97M-V with the def2-TZVPD basis set.

Structure (ORCA input):
```
! wB97M-V def2-TZVPD RIJCOSX def2/J DEFGRID3
* xyz 0 1
C -2.787 0.293 0.676
C -1.644 0.277 0.372
C 0.941 0.708 -1.056
C 0.515 -0.506 -0.254
N 1.086 -0.921 0.928
F 0.167 -1.633 -0.948
H -3.785 0.435 1.073
H 0.072 1.403 -1.251
H 1.692 1.288 -0.472
H 1.351 0.579 -2.070
H 1.668 -0.327 1.537
H 0.724 -1.596 1.465
*
```

## Properties
**LUMO energy**: 0.2 eV
**Kohn-Sham gap**: 0.3371 Eh

***

(8)
Computed, not measured: a cluster of 2 separate species, C5H8O in total, with ωB97M-V with the def2-TZVPD basis set.

Structure (ORCA input):
```
! wB97M-V def2-TZVPD RIJCOSX def2/J DEFGRID3
* xyz 0 1
C -0.904 0.764 -0.537
C -1.336 -0.242 0.473
C 0.125 0.080 0.319
C 1.191 -0.877 -0.121
O 2.058 -0.349 0.752
C 1.141 0.646 1.289
H -0.933 0.498 -1.590
H -1.088 1.814 -0.322
H -1.830 0.107 1.376
H -1.651 -1.221 0.123
H 0.542 -1.661 -2.277
H 0.195 -1.699 -2.940
H 0.978 0.485 2.358
H 1.512 1.656 1.097
*
```

## Properties
**LUMO energy**: 0.9 eV
**Kohn-Sham gap**: 0.3514 Eh